Entry 1:
DFT (ωB97M-V with the def2-TZVPD basis set) results for a structure of composition C41H32KN8PS.

Results
Orbital gap in eV: 5.004
Total energy in eV: -91408.35375
E_LUMO in eV: -0.964
Maximum force in Eh/bohr: 0.0149

The geometry in ORCA input format:
```
! wB97M-V def2-TZVPD RIJCOSX def2/J DEFGRID3
* xyz 0 1
K 1.28491 0.51446 0.39342
C -1.40485 -0.51110 3.96939
C -0.30923 0.02463 3.29445
N 0.43705 -0.72811 2.49887
C 0.09023 -2.00775 2.34782
C -1.02324 -2.51758 2.99692
N -1.76546 -1.77799 3.82247
C 0.92608 -2.82990 1.41725
C 0.96110 -4.21596 1.50826
C 1.69042 -4.94649 0.58290
C 2.38741 -4.23333 -0.38451
C 2.35672 -2.84491 -0.37133
N 1.62459 -2.15648 0.50199
C 3.15964 -2.04173 -1.35295
C 4.24330 -2.58511 -2.03486
N 4.94732 -1.89044 -2.92356
C 4.57354 -0.63315 -3.12640
C 3.52059 -0.06719 -2.42204
N 2.81977 -0.76713 -1.53942
C 1.72963 -6.43572 0.62823
C 2.77636 -7.15377 0.06489
C 2.76458 -8.53817 0.12758
N 1.79429 -9.24437 0.70635
C 0.79288 -8.55251 1.24809
C 0.71767 -7.16885 1.23388
H -2.00550 0.10427 4.62871
H -0.02967 1.07641 3.37586
H -1.34422 -3.54192 2.84378
H 0.44371 -4.70832 2.31950
H 2.92294 -4.75164 -1.16761
H 4.57329 -3.59947 -1.84906
H 5.13210 -0.06190 -3.85788
H 3.22692 0.96770 -2.56506
H 3.61891 -6.65626 -0.39729
H 3.57893 -9.10743 -0.30641
H 0.00570 -9.13379 1.71525
H -0.14467 -6.68573 1.67323
N -0.23102 2.99711 -2.08993
P -0.50148 1.29141 -2.00828
C -1.91318 1.20607 -3.18775
C -1.91963 0.18927 -4.13723
C -2.98360 0.05061 -5.02309
C -4.04458 0.94056 -4.97283
C -4.04695 1.96358 -4.02904
C -2.99349 2.08935 -3.13753
C -1.53070 1.13429 -0.48241
C -1.91408 2.21631 0.30029
C -2.79535 2.03675 1.36290
C -3.29376 0.77237 1.64172
C -2.89097 -0.32271 0.88090
C -2.00098 -0.14314 -0.16677
C 0.98500 3.52580 -1.67089
C 1.29523 4.87822 -1.83161
C 2.50669 5.32823 -1.35556
C 3.38122 4.43920 -0.73770
C 2.97606 3.12983 -0.62284
N 1.80760 2.66909 -1.08042
H -0.77634 3.55394 -2.72768
H -1.08258 -0.49857 -4.18437
H -2.97869 -0.74821 -5.75420
H -4.87227 0.83832 -5.66375
H -4.88080 2.65306 -3.97904
H -3.02940 2.86192 -2.37578
H -1.52172 3.20303 0.09367
H -3.07564 2.89018 1.97094
H -3.98740 0.62904 2.46240
H -3.27342 -1.31023 1.10942
H -1.70146 -0.99513 -0.77362
H 0.58695 5.54808 -2.30264
H 2.76997 6.37411 -1.45319
H 4.33052 4.76271 -0.33488
H 3.61999 2.39822 -0.14004
S 0.81075 3.28944 2.03894
C -0.60227 4.12959 2.63847
C -1.27020 5.08815 1.85594
C -2.44260 5.69713 2.28661
C -2.99553 5.38074 3.52222
C -2.33854 4.45526 4.32592
C -1.16712 3.84556 3.89559
H -0.84430 5.34660 0.89200
H -2.93101 6.42751 1.65064
H -3.90830 5.85667 3.85829
H -2.74410 4.20645 5.30069
H -0.66027 3.13096 4.53480
*
```


Entry 2:
DFT (ωB97M-V with the def2-TZVPD basis set) results for an isolated molecule of C4H5NO.

Results
Orbital gap in eV: 11.094
Total energy in eV: -7764.74192
E_LUMO in eV: 0.556
Maximum force in Eh/bohr: 0.0305

The geometry in ORCA input format:
```
! wB97M-V def2-TZVPD RIJCOSX def2/J DEFGRID3
* xyz 0 1
C 1.01208 -0.04507 -0.75533
C -0.01030 0.15957 0.34738
C -1.39537 0.54983 -0.13566
O -1.65959 0.79000 -1.28337
C 0.29765 -1.64117 2.04507
N -0.15295 -1.02835 1.14418
H 1.98790 -0.29068 -0.32376
H 0.70006 -0.86052 -1.41165
H 1.09806 0.86949 -1.34545
H 0.32829 0.93469 1.04916
H -2.15211 0.58597 0.67607
*
```


Entry 3:
DFT (ωB97M-V with the def2-TZVPD basis set) results for a structure of composition C26H23F9N5S3Ti.

Results
Orbital gap (alpha / beta) in eV: 6.313 / 6.504
Total energy in eV: -114864.85051
E_LUMO (alpha / beta) in eV: -1.471 / -1.445
Maximum force in Eh/bohr: 0.0035
⟨S²⟩: 0.754

The geometry in ORCA input format:
```
! wB97M-V def2-TZVPD RIJCOSX def2/J DEFGRID3
* xyz 0 2
Ti -0.09524 1.27967 0.47058
C -1.20839 2.88333 -4.94357
S 0.36334 2.42163 -4.19871
C -0.04585 2.33845 -2.51606
S 1.26448 1.95286 -1.45843
N -1.27764 2.56998 -2.15581
N -1.43896 2.43333 -0.79941
C -2.53065 2.87639 -0.31166
C -2.71707 2.76488 1.13338
C -3.80776 3.31055 1.78520
C -3.88289 3.20314 3.16663
C -2.85740 2.57283 3.84560
C -1.79180 2.05861 3.12138
N -1.72571 2.13559 1.79418
H -1.02531 2.94812 -6.01501
H -1.54536 3.84677 -4.57022
H -1.96511 2.12878 -4.74602
H -3.28198 3.33206 -0.94890
H -4.57814 3.81135 1.21481
H -4.72625 3.61629 3.70350
H -2.86517 2.47646 4.92163
H -0.95709 1.57706 3.61177
C 1.09511 -3.37371 0.84749
C 1.57688 -3.36252 -0.59577
N 1.09497 -2.19714 -1.32221
C 1.95636 -1.79282 -2.42852
C 2.19580 -2.85171 -3.50531
C -0.31126 -2.24156 -1.68112
C -0.96757 -0.87268 -1.52704
N -0.99465 -0.41868 -0.13251
C -1.71310 -1.15875 0.76945
C -1.33534 -1.07667 2.11437
F -0.26693 -0.26811 2.37449
C -1.93841 -1.75045 3.14525
F -1.47557 -1.57804 4.39190
C -3.00287 -2.59606 2.90107
C -3.41017 -2.70502 1.58646
F -4.44739 -3.49842 1.28578
C -2.80941 -2.01098 0.55119
F -3.32307 -2.17353 -0.68280
H 1.48825 -4.24281 1.37853
H 1.42649 -2.46930 1.36032
H 0.00522 -3.41623 0.90990
H 2.66890 -3.31852 -0.60356
H 1.29774 -4.30696 -1.09020
H 1.52000 -0.89926 -2.88076
H 2.91493 -1.47817 -2.00814
H 1.26642 -3.18903 -3.96749
H 2.82824 -2.44377 -4.29575
H 2.70432 -3.72688 -3.09779
H -0.47340 -2.58856 -2.71329
H -0.82102 -2.96335 -1.03950
H -0.38458 -0.15255 -2.09636
H -1.96681 -0.88487 -1.96579
H -3.49660 -3.13854 3.69265
F 6.58676 0.30466 0.46880
C 5.40911 0.82423 0.81477
C 4.24660 0.09425 0.64367
F 4.29735 -1.13969 0.13660
C 3.04569 0.66321 1.00653
F 1.91707 -0.06481 0.81706
C 2.92553 1.93714 1.54627
S 1.36297 2.56525 2.03325
C 4.11326 2.64183 1.69933
F 4.09720 3.87316 2.21120
C 5.33637 2.10122 1.34106
F 6.45657 2.80707 1.50165
*
```


Entry 4:
DFT (ωB97M-V with the def2-TZVPD basis set) results for a cluster of 3 separate species, C15H37ClIO8P2S in total.

Results
Orbital gap in eV: 5.286
Total energy in eV: -82557.94592
E_LUMO in eV: -6.328
Maximum force in Eh/bohr: 0.1948

The geometry in ORCA input format:
```
! wB97M-V def2-TZVPD RIJCOSX def2/J DEFGRID3
* xyz 1 1
Cl -2.33042 -3.88935 -5.19031
C -2.69412 -3.04729 -3.57311
C -1.70254 -3.57756 -2.33539
C -2.69206 -4.34546 -1.27331
S -1.95019 -4.63691 0.42222
I -2.07748 -2.41515 1.49485
H -2.64450 -1.88857 -3.73405
H -3.81436 -3.29618 -3.26378
H -1.11069 -2.66237 -1.86861
H -0.89354 -4.26533 -2.83673
H -3.63188 -3.62795 -1.11351
H -3.02553 -5.38104 -1.75042
H -0.60135 -5.02493 0.37294
O 2.31269 -2.66380 -2.45406
P 3.11165 -1.35598 -2.67429
O 2.83989 -1.33797 -4.30554
C 1.56591 -0.92560 -4.76237
C 1.38697 0.57331 -4.61492
O 4.57298 -2.15458 -2.66855
C 4.79638 -3.17892 -1.70867
C 4.69110 -4.54017 -2.37971
O 4.00437 0.10532 -2.92036
C 5.28127 0.18760 -3.54388
C 5.29176 -0.15118 -5.02274
H 0.77736 -1.46572 -4.22547
H 1.49257 -1.19907 -5.81791
H 1.38863 0.86399 -3.55975
H 0.44135 0.89667 -5.05940
H 2.20633 1.11271 -5.09847
H 4.09815 -3.09451 -0.86854
H 5.80379 -3.04841 -1.30380
H 3.76850 -4.64216 -2.96141
H 4.73054 -5.34457 -1.63876
H 5.51714 -4.67846 -3.08457
H 6.02533 -0.39408 -2.99122
H 5.59185 1.23363 -3.44243
H 5.14724 -1.22399 -5.18700
H 6.25349 0.11891 -5.47122
H 4.49898 0.37831 -5.55739
O -2.44154 2.29745 2.51195
P -3.25542 2.72877 3.75645
O -2.48156 4.18415 3.89126
C -2.84434 5.21528 2.99295
C -4.20372 5.79282 3.33799
O -2.30042 1.83622 4.78826
C -1.89952 0.52869 4.40070
C -0.44106 0.54819 3.96841
O -4.16482 3.21071 5.14700
C -3.65447 3.27787 6.47406
C -2.60585 4.35076 6.70041
H -2.83089 4.84238 1.96215
H -2.08577 5.99819 3.07003
H -4.99081 5.04450 3.20241
H -4.43287 6.65237 2.70162
H -4.23797 6.10979 4.38416
H -2.54436 0.13482 3.60728
H -2.01514 -0.13025 5.26572
H -0.24072 1.33298 3.23089
H -0.14692 -0.41671 3.54407
H 0.20433 0.75957 4.82694
H -3.30678 2.29628 6.81023
H -4.51492 3.51784 7.10886
H -1.65729 4.08866 6.22048
H -2.40555 4.47161 7.77013
H -2.92920 5.31387 6.29723
*
```


Entry 5:
DFT (ωB97M-V with the def2-TZVPD basis set) results for a cluster of 2 separate species, C5H12O2 in total.

Results
Orbital gap in eV: 10.745
Total energy in eV: -9471.72721
SMILES: C=CCCCO.O
E_LUMO in eV: 0.641
Maximum force in Eh/bohr: 0.1461

The geometry in ORCA input format:
```
! wB97M-V def2-TZVPD RIJCOSX def2/J DEFGRID3
* xyz 0 1
C -1.77797 1.50919 -0.28767
C -0.76970 0.64989 -0.24386
C -0.20773 -0.06583 0.92570
C 1.06994 -0.64634 0.50451
C 2.23213 -0.09736 -0.07669
O 2.93012 1.02605 0.69714
H -2.05349 1.94908 -1.33356
H -2.45042 1.85501 0.51795
H -0.44914 0.16905 -1.18072
H -0.88135 -0.73691 1.35492
H 0.00119 0.70157 1.71582
H 1.26774 -1.29915 1.48119
H 0.77580 -1.46677 -0.22104
H 2.07154 0.40201 -1.08233
H 2.89734 -0.84263 -0.13697
H 2.19263 1.69633 0.74661
O -2.13704 -1.89925 -1.45625
H -2.64668 -1.09759 -1.42253
H -2.06492 -1.80637 -0.50222
*
```


Entry 6:
DFT (ωB97M-V with the def2-TZVPD basis set) results for an isolated molecule of C23H36N4O2.

Results
Orbital gap in eV: 9.108
Total energy in eV: -34492.35377
SMILES: CC(C)CCC(=O)N1CCC(N2CCC(C(=O)NCc3ccccn3)CC2)CC1
E_LUMO in eV: 0.738
Maximum force in Eh/bohr: 0.0097

The geometry in ORCA input format:
```
! wB97M-V def2-TZVPD RIJCOSX def2/J DEFGRID3
* xyz 0 1
C 6.79436 -3.92072 2.84087
C 6.23139 -2.57737 3.29688
C 6.47933 -1.51290 2.22971
C 4.74864 -2.67184 3.69310
C 3.83160 -3.42489 2.71853
C 3.81501 -2.88327 1.30039
O 4.37990 -3.48130 0.39902
N 3.16802 -1.71692 1.06961
C 2.33212 -0.97599 1.97913
C 0.86958 -0.99887 1.51878
C 0.74495 -0.40837 0.11259
N -0.60641 -0.46034 -0.44918
C -0.77868 0.54493 -1.48359
C -2.03635 0.25468 -2.29469
C -3.27065 0.30375 -1.38977
C -3.56648 1.73000 -0.93067
O -3.50210 2.11344 0.21990
N -3.89824 2.55701 -1.94849
C -4.37622 3.89724 -1.71970
C -5.61914 4.17359 -2.52275
C -6.40723 5.29284 -2.26899
C -7.52918 5.50460 -3.04986
C -7.82740 4.59729 -4.05654
C -6.97877 3.51771 -4.23133
N -5.90464 3.31024 -3.48856
C -3.03642 -0.63633 -0.20835
C -1.70842 -0.35738 0.49496
C 1.68272 -1.20677 -0.80590
C 3.11413 -1.18969 -0.27826
H 6.58652 -4.69672 3.57500
H 6.36016 -4.20732 1.88693
H 7.87253 -3.84965 2.71535
H 6.76935 -2.26821 4.20313
H 7.54878 -1.37185 2.08780
H 6.04558 -0.55890 2.52452
H 6.05145 -1.81250 1.27850
H 4.68513 -3.19367 4.65257
H 4.37692 -1.65678 3.85059
H 2.81710 -3.43947 3.12262
H 4.17005 -4.45865 2.64205
H 2.39881 -1.38073 2.98613
H 2.68561 0.06348 2.00404
H 0.28055 -0.42435 2.23393
H 0.51407 -2.03072 1.51165
H 1.09636 0.64119 0.16223
H 0.08618 0.52693 -2.14917
H -0.85115 1.55825 -1.04579
H -1.95016 -0.74674 -2.71988
H -2.11805 0.97391 -3.11134
H -4.14767 -0.03628 -1.95383
H -4.13141 2.18758 -2.85922
H -3.60377 4.62862 -1.99997
H -4.56790 4.00893 -0.64727
H -6.14230 5.97338 -1.47453
H -8.16410 6.36124 -2.87631
H -8.69393 4.72505 -4.68566
H -7.15933 2.77804 -5.00066
H -3.84302 -0.52512 0.51750
H -3.03137 -1.66427 -0.57508
H -1.58617 -1.10921 1.27409
H -1.75489 0.63764 0.96405
H 1.67316 -0.80145 -1.81690
H 1.32217 -2.23501 -0.85345
H 3.76110 -1.80880 -0.90167
H 3.49822 -0.16222 -0.26877
*
```


> Which value of maximum force does entry 4 give?

0.1948 Eh/bohr


> Among the records above, which one has the highest maximum force?

C15H37ClIO8P2S


> What is the formula in the fifth record?

C5H12O2


> Look up the maximum force of the fifth one.

0.1461 Eh/bohr